Record 1
The following is a DFT calculation (ωB97M-V/def2-TZVPD) of a 9-piece molecular cluster, C27H73N15O11 overall.

Cartesian coordinates (Å):
H1 -0.019 6.252 1.273
O1 4.204 -8.056 -1.350
H2 -6.507 1.965 -5.120
H3 -5.363 3.400 -5.197
H4 1.705 -0.459 -0.046
O2 3.133 2.171 -3.452
H5 -1.524 8.170 3.680
H6 3.745 -7.060 -3.281
H7 1.998 -1.932 -3.210
N1 3.746 0.041 -3.042
N2 1.499 -0.431 5.411
C1 3.782 1.151 -3.769
H8 1.051 -4.294 0.438
N3 -0.069 0.382 6.649
O3 -0.614 -0.602 4.630
H9 0.442 3.696 0.993
H10 -7.343 2.929 -8.423
H11 3.815 -0.944 0.692
N4 2.173 -5.787 -0.709
H12 4.489 1.730 -5.592
H13 0.154 -4.821 -2.454
H14 2.335 -6.437 0.046
C2 0.345 -4.170 -1.601
C3 -1.364 -5.692 2.288
H15 -0.102 7.851 2.867
H16 3.611 3.692 -0.420
N5 -4.127 1.111 -4.322
O4 3.159 -0.222 2.981
C4 2.842 1.766 -0.156
H17 -0.960 -3.860 1.573
O5 -0.810 -2.078 0.867
H18 -4.470 0.836 -6.411
C5 0.142 -1.310 0.898
H19 -0.186 0.621 -1.480
N6 4.031 -1.600 1.429
O6 -1.953 1.271 -2.215
H20 6.279 -7.958 -1.428
C6 -2.553 6.357 2.127
H21 -3.995 4.201 3.243
C7 -0.234 5.470 2.001
C8 -5.668 2.444 -5.623
H22 4.436 -6.142 -2.064
H23 4.284 -0.774 -3.300
H24 -2.064 1.447 -4.531
C9 0.198 -0.246 5.492
O7 1.320 -3.181 -1.949
N7 -1.696 -4.542 1.687
C10 5.484 -8.679 -1.623
C11 -1.922 2.603 4.853
N8 4.455 -1.936 3.501
H25 0.248 -5.671 -0.044
N9 0.359 -0.398 1.831
H26 1.159 0.214 1.758
H27 -3.151 3.500 1.844
H28 -2.747 2.759 5.548
N10 2.636 2.123 1.067
H29 -7.999 2.969 -6.784
H30 1.727 -7.528 -1.722
H31 5.687 -9.581 -1.046
C12 -0.485 4.070 1.428
H32 1.819 -0.647 4.478
H33 -3.119 -0.413 -2.351
H34 -1.685 5.267 5.740
C13 -2.756 0.633 -4.318
H35 -0.316 -0.290 2.575
O8 2.848 0.648 -0.574
H36 -3.413 6.713 2.694
H37 5.052 -2.672 3.152
H38 0.246 -2.016 -3.302
H39 2.534 1.494 1.851
N11 3.248 2.846 -0.834
C14 -0.789 7.373 3.564
H40 4.337 -1.985 4.503
C15 -3.300 3.425 2.921
H41 0.065 2.746 3.106
N12 1.099 -1.263 0.026
C16 -0.809 3.084 2.550
O9 -2.343 5.281 5.041
C17 -7.112 3.169 -7.385
H42 -4.275 1.850 -3.650
H43 2.094 0.065 6.059
C18 1.149 -2.617 -3.202
C19 -1.899 3.557 3.603
H44 3.430 2.680 -1.814
H45 -6.879 4.224 -7.240
C20 3.733 -6.964 -2.196
H46 -3.548 2.270 -5.983
N13 -2.240 -6.639 2.176
H47 -1.033 2.712 5.474
C21 3.831 -1.177 2.643
H48 -2.869 5.461 1.592
H49 -2.340 7.135 1.394
H50 -3.758 2.450 3.087
H51 -3.093 -6.440 1.672
C22 -4.379 1.636 -5.676
C23 -1.093 1.124 -1.145
H52 -0.150 7.168 4.423
H53 -2.652 -0.099 -5.119
H54 5.571 -8.886 -2.690
N14 -1.527 4.911 4.043
H55 -2.660 -4.325 1.481
C24 -2.349 0.104 -2.923
H56 -1.214 2.174 2.107
C25 0.981 -4.959 -0.423
O10 -6.030 2.381 -7.072
H57 1.111 -3.366 -3.993
H58 -2.029 1.595 4.453
H59 -1.587 -0.663 -3.059
H60 -1.073 0.451 6.742
H61 3.097 0.109 -2.271
C26 2.281 -6.603 -1.880
H62 -0.845 2.114 -0.763
H63 4.823 0.074 -4.990
H64 -2.040 -7.606 2.387
H65 1.820 -6.126 -2.745
H66 -0.695 -3.877 -1.459
H67 0.511 0.310 7.473
H68 2.856 3.108 1.054
H69 0.684 5.437 2.587
H70 4.598 -2.427 1.306
C27 -1.353 5.995 2.991
H71 -1.543 0.438 -0.427
H72 1.232 -2.038 -0.608
N15 4.462 1.011 -4.882
O11 -0.233 -5.963 2.668
H73 -1.227 4.035 0.630

Values from the calculation:
**Highest occupied orbital energy (alpha / beta)**: -0.3403 / -0.3403 Ha
**Orbital gap (alpha / beta)**: 6.8 / 2.2 eV
**Charge**: +1
**<S²>**: 0.7540
**Electronic energy**: -74048.136 eV
**Multiplicity**: 2

Record 2
The following is a DFT calculation (ωB97M-V/def2-TZVPD) of C21H31IMoN6O2STe as an isolated structure.

Cartesian coordinates (Å):
H1 -2.782 5.038 1.574
H2 -4.191 -2.467 3.813
N1 -0.596 0.772 -3.504
C1 2.557 3.001 -1.779
O1 1.493 -2.013 -3.760
H3 -0.115 1.571 -3.899
H4 3.506 3.345 -2.161
N2 -4.860 4.644 1.648
H5 4.539 -0.789 0.806
Te1 -1.758 -0.957 -0.691
C2 -3.112 2.912 1.215
H6 -0.699 2.948 -1.214
O2 1.081 -0.854 -1.900
C3 3.203 -2.441 0.518
H7 5.195 -2.774 -0.201
H8 -1.061 3.068 1.318
H9 2.522 -6.102 -0.568
H10 -3.848 2.160 1.510
H11 4.762 -5.100 -0.897
H12 -5.093 5.543 2.067
H13 0.051 -0.662 -4.886
N3 -1.790 2.392 1.515
H14 -2.047 -2.489 2.302
H15 -6.115 -1.028 2.737
C4 2.348 1.878 -1.004
H16 0.830 -0.937 2.810
C5 2.707 -5.077 -0.273
C6 1.691 -4.319 0.292
H17 1.152 -2.467 1.187
H18 -3.311 4.141 2.999
C7 1.293 3.608 -1.954
H19 1.088 4.514 -2.502
C8 -3.086 -1.191 0.922
C9 0.313 -0.143 2.278
H20 -5.507 3.946 2.016
N4 0.020 -0.407 -3.911
H21 0.708 -4.746 0.447
C10 0.370 2.826 -1.286
C11 -3.428 4.234 1.921
Mo1 0.560 0.001 0.150
C12 -2.944 -1.935 2.056
C13 3.963 -4.515 -0.458
C14 3.491 -1.027 0.979
C15 -4.111 -1.927 2.879
H22 2.532 -3.749 -3.627
H23 -3.209 3.047 0.131
S1 -4.661 -0.498 0.844
C16 3.200 0.902 -0.421
H24 -5.027 4.711 0.644
H25 -1.716 2.131 2.491
C17 -5.119 -1.187 2.350
H26 -1.555 0.766 -3.825
I1 1.331 1.665 2.904
C18 2.388 -2.870 -3.010
H27 3.318 -0.961 2.056
C19 0.868 -1.062 -3.102
H28 3.336 -2.360 -2.855
C20 1.945 -3.014 0.687
N5 0.994 1.773 -0.701
N6 2.650 -0.009 0.321
H29 1.948 -3.137 -2.055
H30 4.277 0.948 -0.552
H31 -0.696 -0.070 2.672
C21 4.207 -3.202 -0.067

Values from the calculation:
**Highest occupied orbital energy (alpha / beta)**: -0.4626 / -0.4654 Ha
**Orbital gap (alpha / beta)**: 5.8 / 6.6 eV
**Charge**: +2
**<S²>**: 2.0445
**Electronic energy**: -63384.884 eV
**Multiplicity**: 3
**ΔE to the lowest compared entry with this formula, charge and spin**: 76.0 kJ/mol

Record 3
The following is a DFT calculation (ωB97M-V/def2-TZVPD) of C24H69FNbO11S9 as an isolated structure.

Cartesian coordinates (Å):
O1 0.025 4.043 5.477
H1 0.515 -3.483 -1.360
H2 1.329 0.199 -0.936
H3 -1.564 1.388 -6.001
H4 6.715 0.515 -0.591
H5 -3.871 -1.219 -7.192
S1 4.706 1.733 -0.329
H6 -0.494 -8.966 -5.626
Nb1 0.078 -1.890 -2.272
H7 3.431 6.821 -4.006
S2 -4.275 -2.522 -5.240
H8 0.269 -6.594 -5.858
S3 -0.752 2.537 -4.112
H9 -4.718 1.159 8.525
C1 1.123 -0.365 1.917
C2 -0.725 -6.163 -5.743
O2 0.565 1.873 -4.088
H10 3.360 3.085 1.067
O3 1.414 -1.780 4.994
H11 -0.782 -5.208 -6.261
H12 -5.085 -2.487 -7.499
H13 4.423 2.027 2.029
H14 2.101 9.631 -3.916
H15 3.169 1.606 12.284
H16 -0.436 0.873 2.724
H17 -3.033 -2.898 -12.305
H18 -1.360 -3.121 -11.728
H19 -4.389 -0.252 7.485
H20 -2.121 -4.348 -12.795
S4 -1.931 -7.263 -6.480
H21 1.798 -0.442 12.565
H22 -4.558 -4.744 -4.465
C3 1.348 -0.392 11.573
C4 1.193 -0.826 -0.585
H23 -3.354 -2.910 -7.384
H24 4.143 8.276 -4.780
F1 -1.646 -1.827 -1.443
H25 1.686 0.521 1.628
H26 0.414 9.124 -4.186
H27 3.417 1.259 10.541
H28 -1.340 4.856 -4.305
C5 1.435 8.777 -4.043
O4 -1.475 -7.565 -7.869
C6 0.132 -0.013 3.001
H29 -2.179 -9.518 -5.819
H30 -0.531 -3.016 -3.583
H31 -1.745 -8.479 -4.438
O5 -2.973 -3.475 -9.454
H32 0.045 -1.922 0.880
H33 -3.593 0.163 11.250
H34 2.311 1.726 6.934
O6 1.085 6.632 -5.532
H35 0.297 4.531 -4.945
H36 -0.557 2.784 -6.482
H37 7.005 2.035 0.295
H38 3.983 6.757 -5.698
C7 -1.497 -5.510 -10.254
C8 0.360 -0.893 0.692
C9 -2.288 -3.627 -11.995
S5 1.907 7.866 -5.517
H39 0.373 -0.873 11.582
C10 0.623 -0.871 5.078
H40 -0.278 -0.335 -3.181
O7 -2.911 -2.424 -4.679
H41 2.674 3.230 6.029
C11 -0.545 -0.885 6.000
H42 1.776 -1.149 2.296
H43 -0.625 -4.874 -10.107
H44 -0.571 -0.846 3.094
H45 -2.243 3.038 -5.920
O8 3.815 0.559 -0.287
C12 0.815 3.869 7.995
H46 2.184 -1.244 -0.414
H47 -3.401 1.798 10.536
C13 -2.945 0.817 10.666
C14 -4.523 -4.285 -5.452
H48 -1.401 -0.428 5.513
H49 -0.062 4.377 8.390
H50 1.599 4.599 7.791
H51 2.883 2.876 11.064
C15 3.534 7.385 -4.932
H52 1.485 8.114 -3.180
C16 -0.410 4.306 -4.152
H53 1.637 -1.991 -3.189
C17 2.824 1.810 11.270
H54 -4.969 -0.505 9.151
C18 -4.363 0.129 8.503
H55 1.987 -0.872 10.832
S6 0.337 3.007 6.497
H56 5.085 3.502 1.248
H57 -0.726 -1.914 6.292
H58 1.929 1.834 5.202
H59 6.255 0.632 1.127
O9 0.746 0.243 4.312
H60 -0.961 -6.007 -4.691
S7 -2.656 0.080 9.052
H61 -0.534 -0.274 0.556
S8 1.102 1.327 11.120
C19 1.985 2.390 6.131
H62 -0.302 -0.298 6.884
H63 -3.648 -4.649 -5.989
H64 1.152 3.112 8.703
H65 -1.355 -6.180 -11.102
O10 0.367 1.967 12.242
O11 -1.910 1.079 8.250
C20 6.341 1.177 0.187
C21 4.367 2.685 1.162
H66 -1.691 -6.097 -9.356
H67 -5.441 -4.512 -5.995
C22 -1.340 2.435 -5.808
H68 -1.983 0.925 11.165
S9 -2.933 -4.479 -10.550
H69 0.019 4.573 -3.188
C23 -1.542 -8.703 -5.484
C24 -4.137 -2.259 -7.012

Values from the calculation:
**Highest occupied orbital energy**: -0.1332 Ha
**Orbital gap**: 5.2 eV
**Charge**: -1
**Electronic energy**: -150303.032 eV